This record from OMol25 describes a molecular structure, C34H63BrCaCl2F2K2N4O4. The level of theory is ωB97M-V with the def2-TZVPD basis set.

```
113
Properties=species:S:1:pos:R:3:forces:R:3
C -3.469126 0.080190 2.574849 -1.62 0.26 -0.07
N -2.199373 0.357207 1.795245 0.97 -0.48 1.80
C -1.397971 -0.902551 1.521764 0.18 0.83 0.06
C -1.868697 -1.482073 0.050661 -0.36 -1.18 -0.60
C -2.393784 -3.013725 0.337074 -0.12 -0.48 -0.30
C -4.024003 -3.196037 0.328901 -3.34 -5.46 -5.39
O -4.542304 -4.117560 -0.526774 3.34 6.94 6.47
F -5.001124 -2.423362 1.137056 3.23 -1.85 -1.90
C -3.007812 -0.611496 -0.799973 2.01 -0.11 0.26
C -2.864094 -1.348738 -2.281366 -1.49 2.60 -0.77
N -1.349389 -1.519019 -2.446980 -1.36 -0.40 4.15
C -0.781363 -1.582431 -1.172197 1.69 0.41 -2.22
C 0.852254 -1.712843 -1.202024 -0.38 0.19 1.17
C 1.556867 -0.272021 -0.860279 0.62 0.90 0.21
C 1.588038 0.799712 -2.099813 -0.34 -0.03 -0.75
C 2.670615 2.018599 -1.945092 -0.49 0.53 -0.18
C 2.930979 2.537025 -0.412853 1.50 1.13 -0.24
C 2.897404 4.203066 -0.268925 -0.73 -0.75 1.51
C 1.304612 4.617016 -0.339638 -0.28 0.20 -1.76
C 0.856942 5.796748 0.708851 3.73 -2.79 3.74
C 0.006232 5.268599 2.015965 -0.85 0.90 -0.53
O 0.877810 4.365532 2.784769 -2.05 -1.42 -0.98
C 0.260120 3.024886 2.846371 -0.71 -0.47 -0.50
H -3.659151 -1.046689 2.826978 0.64 2.00 -0.56
H -4.389488 0.423853 1.900616 1.88 -0.73 1.59
H -3.507264 0.695854 3.571101 0.22 -1.34 -2.09
H -1.615423 1.010381 2.381677 -0.95 -0.91 -0.89
H -0.241930 -0.637292 1.578083 -2.49 -0.76 -0.82
H -1.602109 -1.639988 2.413847 0.43 0.89 -2.05
H -1.968373 -3.681151 -0.547352 -1.47 1.07 1.85
H -1.977784 -3.492361 1.327969 -0.82 1.14 -1.91
H -2.485801 0.449291 -0.850752 -1.42 -2.08 -0.14
H -4.075076 -0.486978 -0.336914 2.09 -0.66 -1.01
H -3.556842 -2.267867 -2.512288 1.85 1.69 0.88
H -3.197613 -0.487531 -3.016344 0.65 -1.92 1.08
H -0.877149 -1.572442 -3.383513 -0.52 -0.27 1.40
H 1.259348 -2.496505 -0.398786 -0.82 1.18 -1.88
H 1.189760 -2.065335 -2.270307 -0.74 0.57 2.14
H 2.674604 -0.423782 -0.472555 -2.37 -0.02 -0.99
H 1.003607 0.281540 0.041245 0.88 -1.23 -1.75
H 0.515193 1.280276 -2.263134 2.11 -1.07 0.49
H 1.835841 0.241897 -3.126256 -0.50 1.06 2.33
H 3.699266 1.713419 -2.414367 -2.03 0.56 0.95
H 2.249264 2.941892 -2.573556 0.99 -2.06 1.26
H 2.170256 2.145059 0.385515 1.47 0.48 -1.53
H 4.055481 2.235376 -0.148548 -2.64 0.43 -0.20
H 3.246617 4.459439 0.842939 -0.45 -0.53 -2.49
H 3.579022 4.743966 -1.050703 -1.49 -1.03 1.49
H 1.099235 4.969561 -1.454966 0.04 -0.79 2.40
H 0.656182 3.644761 -0.116231 1.14 2.30 -0.49
H 1.842718 6.316593 1.101814 -2.01 -1.56 -0.80
H 0.168275 6.566757 0.115376 -1.34 -1.69 -2.35
H -0.333292 6.193601 2.688364 1.02 -2.12 -1.42
H -0.994819 4.765684 1.630619 2.13 0.79 0.79
H 0.935508 2.232866 3.425999 -1.60 4.15 -0.82
H -0.819131 3.090282 3.340629 2.39 -0.22 -0.94
H 0.095172 2.566682 1.764742 0.42 1.00 1.80
Cl -0.399217 3.126667 5.881949 -0.26 -0.27 0.20
C 0.956280 3.507221 6.883489 0.74 0.45 0.56
C 1.704236 2.523632 7.541208 0.29 0.60 0.16
Cl 1.348230 0.838817 7.400857 -0.19 -0.18 -0.23
C 2.786032 2.895630 8.345953 -0.02 0.36 -0.06
C 3.122994 4.242691 8.492355 -0.23 -0.15 -0.16
C 2.381274 5.221810 7.832939 -0.11 -0.35 -0.07
C 1.299429 4.855013 7.030312 0.26 0.00 0.12
H 3.371663 2.138828 8.862723 -0.22 0.05 -0.17
H 3.963962 4.527407 9.120395 -0.17 -0.12 -0.12
H 2.644642 6.271205 7.943913 -0.11 -0.21 -0.06
H 0.725837 5.626067 6.521032 -0.02 -0.30 0.11
Br 0.187920 7.921996 0.656376 -0.76 3.63 0.13
O -0.913537 6.975878 5.804743 -0.29 0.01 -0.48
H -0.586689 7.241269 4.932057 -0.07 0.04 0.33
H -1.875738 7.063622 5.730864 0.34 0.04 0.09
C -5.728895 1.896854 6.042428 2.62 -1.44 -2.85
C -4.906899 2.414008 4.873217 4.60 2.96 -6.51
N -4.224958 2.842975 3.903179 -5.59 -3.26 8.04
H -5.430951 2.407336 6.962377 1.99 -1.38 -1.17
H -6.791511 2.080737 5.861419 1.29 -1.72 -1.97
H -5.569254 0.821981 6.163944 0.07 0.07 -0.11
K -7.055483 3.176230 7.266220 -5.15 5.10 4.81
C 1.788370 -5.098234 -4.422744 -0.05 -0.14 0.14
C 0.457678 -4.934737 -5.151373 1.46 0.53 -0.63
N 0.535501 -4.070296 -6.331422 -0.46 0.32 -0.02
C -0.775364 -3.658802 -6.840799 0.76 -0.25 -0.47
C -1.696395 -4.749787 -7.378256 -0.17 0.33 -0.52
C 1.511632 -4.453207 -7.353170 0.71 0.01 0.02
C 1.398679 -5.848786 -7.955631 -0.02 -0.16 -0.20
H 2.224062 -4.125437 -4.171745 -0.16 -0.17 -0.11
H 1.635681 -5.647247 -3.486594 0.06 0.13 -0.10
H 2.512976 -5.662256 -5.017564 -0.17 0.10 0.05
H -0.243949 -4.492365 -4.432726 3.45 0.63 0.32
H 0.064026 -5.926185 -5.400863 -0.32 -0.62 0.05
H -0.641184 -2.896591 -7.617904 -0.01 -0.11 0.28
H -1.304999 -3.139580 -6.031409 0.19 0.80 -0.02
H -1.359868 -5.122700 -8.346662 -0.02 -0.16 0.31
H -2.700746 -4.337325 -7.528812 0.00 -0.06 0.03
H -1.791569 -5.592123 -6.687671 0.02 -0.53 -0.49
H 2.515709 -4.352757 -6.921192 -0.26 0.01 0.10
H 1.498377 -3.716126 -8.167071 -0.27 0.01 0.29
H 1.274582 -6.625578 -7.196602 0.02 0.04 -0.03
H 2.314466 -6.083281 -8.509879 -0.15 0.05 0.12
H 0.573379 -5.919683 -8.665059 0.02 -0.11 0.06
F -1.695917 7.520145 -1.399402 0.75 -0.44 0.75
K 1.174935 0.344221 3.188306 0.72 -2.05 0.09
C 4.426145 -4.801920 -1.704576 0.82 -0.63 -0.40
C 3.473699 -5.444307 -0.680610 1.35 0.71 -1.21
O 2.627168 -4.502570 -0.297264 -2.07 1.01 1.12
H 4.995200 -3.970396 -1.269900 -0.24 -0.09 0.07
H 5.151077 -5.546018 -2.054552 0.22 0.01 -0.19
H 3.889465 -4.428622 -2.585841 -0.09 0.00 0.21
H 4.130154 -5.899490 0.077464 0.13 0.03 0.65
H 3.071409 -6.338213 -1.182569 -0.64 -0.37 -0.26
Ca -1.920684 -4.655458 -4.676386 -4.43 -0.58 0.93
```
Forces are in eV/Å.

Total charge: +2
Electronic energy, Eh: -7423.35019